The following is a DFT calculation (ωB97M-V/def2-TZVPD) of a 9-piece molecular cluster, C47H104F7N8O11S4 overall.

- charge = +3
- largest force on an atom (eV Å⁻¹) = 11.15
- E_HOMO (hartree) = -0.298
- HOMO-LUMO gap (eV) = 4.540
- E_tot (eV) = -147200.052

```
181
Properties=species:S:1:pos:R:3:forces:R:3
S 12.402 27.236 18.200 3.4 -8.5 1.1
S 14.029 20.397 9.774 -3.9 -0.8 -1.2
S 12.808 24.545 19.816 -1.6 6.0 -6.2
S 11.561 21.658 9.017 1.4 -1.8 -0.3
F 15.062 15.028 14.250 -0.1 -0.8 -0.6
F 10.898 27.247 18.573 -1.2 0.8 0.1
F 11.153 24.271 19.832 1.9 -0.6 0.1
F 16.223 13.754 12.871 -1.7 0.4 0.4
F 11.210 21.616 7.401 0.0 0.2 1.4
F 14.237 13.090 13.590 0.6 0.7 -0.2
F 15.339 20.590 8.999 1.4 0.1 -0.4
O 12.629 26.442 17.049 -1.9 3.3 -6.6
O 14.171 20.843 11.088 1.1 1.7 2.1
O 13.679 19.017 9.712 0.4 -0.8 -0.9
O 12.930 28.545 18.347 -0.4 0.3 0.7
O 21.463 19.618 10.680 2.1 2.1 0.5
O 13.027 15.280 12.444 0.8 -0.1 0.2
O 13.551 23.470 19.283 -0.8 -1.6 0.0
O 10.665 20.664 9.620 1.9 2.1 -1.2
O 11.481 23.055 9.359 -0.9 -0.3 -0.3
O 13.166 25.246 20.920 1.3 -1.5 11.0
O 15.182 15.861 11.631 -0.9 2.6 0.3
N 22.830 21.354 10.071 1.3 0.4 0.6
N 6.235 29.224 22.531 -0.7 -1.6 -0.2
N 12.994 25.911 18.994 -0.6 1.7 -0.2
N 12.008 25.766 7.134 -0.9 0.3 -2.4
N 13.153 21.347 8.824 -1.2 -0.3 0.5
N 12.013 11.854 17.554 1.4 1.2 -0.1
N 21.337 27.857 21.089 0.7 -0.6 -1.1
N 20.016 17.833 7.758 0.3 1.3 0.0
C 7.311 28.237 22.176 0.1 0.2 -1.2
C 12.285 26.938 6.172 -0.7 0.1 0.9
C 14.058 25.227 5.988 -0.5 0.1 0.0
C 19.707 26.380 19.780 0.9 -0.2 0.3
C 12.669 10.808 16.718 -0.6 0.2 0.4
C 22.748 20.917 8.730 0.6 1.2 -2.8
C 4.172 29.256 23.909 1.1 0.3 -0.2
C 21.135 27.002 19.817 -2.0 0.3 1.2
C 9.174 9.519 18.889 1.1 1.3 0.8
C 12.016 15.447 11.445 0.2 1.4 -0.9
C 9.533 26.423 7.732 1.8 0.3 -0.4
C 6.486 30.130 23.729 -1.0 2.4 -2.0
C 12.931 12.244 18.707 1.2 -0.2 -0.3
C 17.156 17.375 5.055 0.0 1.2 1.2
C 8.205 25.761 7.636 -1.0 1.4 -0.5
C 12.036 13.159 16.718 -2.1 -0.2 -0.6
C 21.457 26.928 22.272 0.2 1.4 0.4
C 6.880 30.770 20.539 1.1 -0.3 -2.2
C 20.844 29.936 22.159 1.5 -0.1 -1.1
C 22.731 20.802 12.410 0.3 0.1 0.2
C 12.712 24.615 6.447 1.0 0.6 -0.1
C 19.737 16.649 9.738 -0.5 -2.4 -1.1
C 10.627 11.496 18.036 0.8 -2.4 -1.6
C 12.752 13.778 18.916 1.2 -0.4 -1.4
C 18.940 17.222 6.911 0.6 -1.2 -2.3
C 5.755 29.975 21.304 -0.3 0.8 1.0
C 19.324 18.785 8.778 2.4 0.3 0.6
C 6.179 31.629 19.347 3.0 -0.9 0.6
C 22.289 20.530 10.979 -1.2 -1.6 1.2
C 10.549 25.396 7.121 -1.6 1.1 -0.3
C 10.601 10.084 18.691 -0.1 -0.9 -1.8
C 18.497 17.978 5.584 -1.1 -1.0 2.4
C 19.047 17.933 10.024 -0.4 1.7 0.4
C 22.621 28.747 20.992 -1.7 -0.8 -1.3
C 12.811 14.231 17.418 2.1 -0.8 1.1
C 20.229 28.851 21.297 0.4 -0.7 -0.5
C 22.438 29.686 22.132 -1.4 1.6 -0.7
C 20.718 16.823 8.618 0.1 -0.5 -0.5
C 13.641 26.671 5.525 0.7 -0.3 1.5
C 5.174 30.247 24.585 1.7 -2.5 -1.7
C 19.648 25.270 18.735 -1.7 -0.6 -0.7
C 21.023 18.546 6.907 -0.6 -0.1 -0.2
C 14.946 14.187 13.181 1.4 -0.8 1.9
C 12.514 26.048 8.475 -1.6 -0.1 1.7
C 10.647 15.654 12.077 -1.5 -1.8 -0.2
C 5.145 28.340 23.088 -1.2 0.8 1.1
C 14.312 14.884 12.032 -1.3 -1.3 -1.2
H 12.107 10.643 15.794 -0.3 -0.6 0.6
H 6.770 31.163 23.358 0.1 -1.4 0.3
H 21.696 17.197 8.853 0.2 0.7 0.6
H 19.385 26.130 20.799 0.2 -0.8 -0.3
H 14.263 14.121 11.223 -0.2 0.3 0.2
H 11.815 14.049 19.362 -0.5 -0.1 0.4
H 20.600 30.886 21.708 0.1 0.4 0.1
H 9.624 27.354 7.143 -0.4 -0.2 0.2
H 10.281 14.738 12.715 1.0 1.8 -0.9
H 7.809 27.875 23.054 0.3 0.0 0.4
H 16.267 17.964 5.467 1.2 -0.9 -0.5
H 19.698 25.621 17.671 0.1 0.0 1.1
H 7.938 25.530 6.626 -0.1 -0.3 -0.8
H 12.047 14.662 10.712 -0.2 -1.1 0.1
H 6.260 32.734 19.468 0.0 -1.0 0.0
H 14.681 25.275 6.866 0.6 0.1 0.1
H 23.131 19.912 8.558 -0.4 -0.3 0.5
H 17.160 17.484 3.977 -0.2 -0.4 -0.1
H 10.957 13.425 16.743 0.7 0.1 -0.8
H 18.982 27.115 19.538 -0.5 1.0 -0.6
H 22.825 19.901 13.009 0.1 -0.3 -0.4
H 13.563 25.881 8.526 0.7 -0.3 0.2
H 10.205 25.209 6.059 0.8 0.4 1.0
H 18.983 15.927 9.274 0.8 0.7 1.1
H 13.583 14.232 19.489 -0.5 -0.4 -0.2
H 7.292 29.643 24.158 1.5 -0.5 1.5
H 7.985 28.693 21.449 0.2 -0.1 0.6
H 8.209 24.881 8.191 0.0 -1.7 1.0
H 23.609 21.986 10.355 -1.2 -1.0 -0.3
H 8.762 9.363 17.907 -0.9 0.5 -0.1
H 20.760 26.121 22.201 -0.1 -0.6 -0.3
H 14.588 24.632 5.207 -0.6 0.5 0.6
H 9.201 8.559 19.349 0.4 -0.8 0.3
H 22.829 29.272 23.033 0.1 -0.1 0.8
H 19.865 29.087 20.290 0.2 0.6 0.4
H 12.445 12.900 15.726 -0.7 0.3 0.4
H 3.593 28.756 24.708 0.1 0.0 -0.9
H 13.399 26.693 4.519 0.0 -0.3 -2.3
H 20.544 19.381 6.457 -0.5 0.7 -0.5
H 11.014 9.381 17.912 0.1 0.7 1.0
H 13.901 14.110 17.139 -1.1 0.5 0.1
H 5.248 31.268 19.566 -3.2 0.0 -0.8
H 7.792 31.390 20.798 -1.6 -0.6 1.6
H 12.945 9.980 17.357 -0.4 -0.5 -0.4
H 17.988 17.717 10.133 -0.1 0.3 0.2
H 3.537 29.821 23.192 0.0 -0.5 0.8
H 18.118 16.949 7.511 -1.1 0.5 1.0
H 21.724 21.061 8.339 0.5 -0.4 0.1
H 10.555 16.595 12.617 0.2 -0.2 0.2
H 20.430 29.909 23.133 -0.2 0.1 1.0
H 18.726 24.627 18.776 0.4 1.1 0.2
H 23.429 21.505 8.053 -0.7 -0.1 0.9
H 11.915 25.445 9.209 1.0 0.2 -0.7
H 6.554 31.282 18.347 -0.5 0.5 1.0
H 12.630 11.625 19.544 0.4 0.0 0.2
H 18.534 19.298 8.323 -1.5 0.2 -0.9
H 6.864 27.368 21.656 0.0 0.6 0.3
H 21.219 27.449 23.217 0.2 0.0 -0.6
H 14.000 11.959 18.314 -1.9 0.8 1.2
H 7.433 29.880 20.136 -0.5 1.0 -0.5
H 21.259 27.568 18.930 0.2 1.3 -0.6
H 5.511 29.980 25.567 -0.5 -0.1 0.7
H 21.969 21.355 12.926 -0.6 0.4 0.1
H 10.038 11.473 17.091 -0.1 0.2 0.9
H 20.048 19.594 9.028 -0.2 -0.9 -0.2
H 4.850 31.222 24.521 -0.8 2.1 0.3
H 22.566 29.197 19.983 -0.2 0.1 0.6
H 21.314 17.884 6.119 0.3 -0.5 -0.4
H 12.490 15.249 17.196 -0.1 -0.2 0.0
H 19.404 18.530 10.910 -0.3 -1.0 -0.9
H 19.439 28.340 21.802 -0.6 -0.3 0.2
H 7.382 26.363 8.010 0.1 0.3 0.2
H 10.403 24.462 7.621 0.5 -0.7 0.5
H 5.213 29.314 20.563 1.2 0.2 0.8
H 20.375 24.514 18.889 1.3 -0.5 0.1
H 19.278 16.203 6.617 0.3 0.7 -0.1
H 4.717 27.787 22.287 -0.6 -0.3 -0.7
H 8.683 10.162 19.632 -0.7 -0.1 -0.8
H 18.356 19.017 5.812 0.0 0.7 0.0
H 22.495 26.663 22.272 0.3 -0.8 0.3
H 20.219 16.168 10.553 0.1 -0.4 0.9
H 20.949 15.882 8.080 -0.6 0.5 -0.1
H 4.912 30.461 21.805 0.2 1.2 -0.7
H 9.716 26.692 8.784 0.3 -0.3 -0.3
H 14.405 27.460 5.636 -0.3 -0.5 0.5
H 9.863 15.707 11.258 1.0 0.0 0.7
H 22.914 30.648 21.909 0.1 -0.4 0.3
H 19.276 17.874 4.890 1.0 -0.1 -1.1
H 21.898 26.276 19.756 0.9 -1.1 0.5
H 17.097 16.336 5.396 -0.3 0.1 -0.5
H 12.148 27.894 6.722 0.2 -0.7 -0.4
H 12.313 27.085 8.742 0.0 0.0 -0.3
H 12.274 16.310 10.786 -0.2 0.0 0.8
H 11.189 10.025 19.602 0.1 0.1 0.0
H 23.665 21.389 12.523 -0.5 -0.4 -0.4
H 14.787 16.710 11.993 0.9 -1.1 -0.7
H 23.478 28.106 20.952 0.5 -0.4 0.4
H 13.558 11.265 16.408 1.5 0.5 -0.5
H 10.387 12.260 18.702 -1.0 1.3 1.0
H 11.509 26.840 5.408 0.1 0.2 0.2
H 12.692 23.828 7.191 0.4 -0.5 -0.2
H 5.624 27.624 23.740 0.2 -0.1 0.3
H 21.891 18.947 7.406 -0.1 -0.5 0.7
H 12.186 24.351 5.532 -0.6 -0.1 0.3
```
Forces are in eV/Å.



The following is a DFT calculation (ωB97M-V/def2-TZVPD) of a 9-piece molecular cluster, C47H107N2O12 overall.

- charge = +1
- largest force on an atom (eV Å⁻¹) = 0.83
- E_HOMO (hartree) = -0.399
- energy relative to the best compared isomer or geometry (same formula, charge and spin) (kcal per mole) = 29.1
- HOMO-LUMO gap (eV) = 7.676
- E_tot (eV) = -78015.095

```
168
Properties=species:S:1:pos:R:3:forces:R:3
O -2.212 -6.207 -0.261 -0.2 0.2 0.0
O -5.491 -5.443 0.913 0.0 -0.1 -0.1
O -0.341 7.778 0.721 -0.2 0.1 0.0
O 4.918 -3.809 -3.674 0.1 -0.2 0.1
O -5.924 -7.394 3.956 0.1 0.0 0.0
O 7.740 0.343 -1.703 0.1 -0.1 0.0
O 8.513 -7.600 -1.298 0.0 -0.1 0.2
O -4.394 6.834 0.778 0.0 -0.2 0.2
O -0.438 -3.748 -2.244 0.0 -0.2 0.1
O -4.003 2.818 2.752 0.0 0.0 -0.2
O 4.330 0.934 -0.559 -0.1 0.0 -0.4
O 10.772 3.880 2.093 -0.1 0.2 0.0
N 0.040 -4.241 -1.019 -0.2 -0.1 0.0
N 1.920 -1.335 -1.595 -0.3 -0.2 0.1
C 8.481 1.900 -0.004 0.0 -0.2 0.1
C -0.609 7.412 -0.632 0.3 -0.3 0.0
C -4.303 4.196 2.999 0.1 0.0 0.4
C -1.258 6.037 -0.688 -0.2 0.0 0.1
C -8.074 2.037 0.316 0.2 0.1 -0.5
C 5.697 -2.274 -1.974 0.0 -0.1 0.3
C -4.827 -3.154 0.469 -0.3 0.0 -0.3
C 0.682 -1.518 -2.349 0.2 0.0 -0.1
C -7.196 0.466 -1.345 0.4 -0.2 0.4
C -7.217 -7.298 4.558 -0.2 0.3 -0.2
C 2.521 0.930 1.029 -0.2 -0.5 -0.4
C -3.913 8.887 1.960 0.1 -0.1 0.1
C 8.833 2.370 -2.450 0.0 -0.1 -0.1
C 8.753 1.298 -1.374 -0.2 0.3 0.0
C 12.010 4.299 1.515 0.2 -0.3 0.0
C -8.297 -7.611 3.534 0.0 -0.1 0.0
C 3.168 0.216 -0.155 0.4 0.3 0.6
C 12.134 3.772 0.093 -0.1 0.1 -0.1
C 2.222 0.077 -1.337 0.1 0.1 0.0
C 6.050 -1.801 -4.412 0.1 -0.1 -0.1
C -0.892 -6.218 0.181 -0.1 0.1 -0.3
C -5.404 4.309 4.042 -0.1 -0.1 -0.1
C -6.015 -1.805 -1.198 0.0 -0.4 0.4
C -0.008 -5.748 -0.948 0.6 -0.4 0.2
C 9.354 -5.358 -0.945 0.1 0.0 0.0
C -5.000 -1.970 -0.247 -0.2 -0.3 -0.1
C 13.176 3.850 2.382 0.0 0.1 0.1
C 5.955 -2.876 -3.342 -0.2 0.4 0.0
C -4.791 0.114 -2.239 0.2 -0.3 0.0
C -6.692 -4.102 -0.693 0.2 0.2 0.0
C -5.666 -4.245 0.233 0.1 0.7 0.0
C -6.046 2.705 -0.905 0.4 -0.3 -0.2
C -3.147 -6.102 0.822 0.4 -0.2 0.0
C -6.759 1.493 -0.288 -0.5 0.4 0.3
C 8.350 -6.418 -0.517 -0.1 0.2 -0.3
C -3.046 4.935 3.425 0.1 0.0 -0.1
C -7.412 -5.920 5.170 0.1 0.0 0.1
C -5.951 0.908 0.878 -0.6 0.3 0.0
C 0.668 7.468 -1.456 0.0 0.1 0.0
C -4.893 7.740 1.766 0.0 0.4 -0.3
C -6.169 -0.500 -1.983 0.0 -0.2 -0.7
C -6.741 -0.849 -3.376 -0.3 0.0 0.4
C -6.863 -2.906 -1.395 0.4 -0.1 0.5
C -4.542 -6.288 0.263 -0.1 0.2 -0.1
C 0.549 -2.935 -2.904 0.1 0.7 -0.1
C 6.921 -5.908 -0.626 -0.1 -0.1 0.1
C -6.274 8.238 1.367 -0.1 -0.2 0.0
H -7.968 -0.151 -0.884 -0.1 -0.2 0.0
H 6.882 -3.450 -3.321 -0.1 -0.1 0.0
H -2.271 4.841 2.663 0.0 0.0 0.0
H 6.683 -5.646 -1.661 0.1 0.1 0.0
H -7.354 -4.935 -0.878 -0.1 -0.1 0.0
H -2.912 -6.856 1.575 0.0 -0.1 0.1
H -0.315 -6.114 -1.918 -0.3 0.1 -0.1
H 8.428 1.116 0.753 0.0 0.0 0.0
H -4.828 0.861 -3.025 -0.1 0.3 0.0
H 0.208 -2.885 -3.930 -0.2 -0.3 -0.1
H 11.292 4.107 -0.513 0.0 0.0 0.0
H -3.794 9.446 1.028 -0.1 0.0 0.0
H -6.286 2.800 -1.961 -0.2 0.2 -0.1
H 1.809 -1.777 -0.687 0.1 0.0 0.1
H 5.109 -1.244 -4.474 0.0 0.0 0.1
H -4.321 0.539 -1.359 0.0 0.1 0.1
H -4.963 2.609 -0.850 0.1 0.0 0.1
H -6.249 -1.707 -3.820 0.2 -0.1 -0.2
H -6.360 -0.058 1.162 0.2 -0.2 0.0
H -4.967 7.165 2.690 0.0 -0.1 0.0
H -2.647 4.514 4.353 -0.1 0.0 0.0
H 4.097 -3.307 -3.706 0.0 0.1 0.0
H -4.050 -3.201 1.216 0.0 -0.1 0.1
H 10.371 -5.739 -0.860 0.0 0.0 0.0
H -6.092 1.565 1.729 0.2 0.1 0.2
H -7.232 -8.052 5.345 0.1 0.0 0.0
H -8.584 2.651 -0.426 -0.2 -0.1 -0.1
H 5.632 -3.060 -1.219 0.0 0.0 0.0
H 11.970 5.389 1.496 -0.1 0.0 0.0
H 6.898 0.813 -1.732 0.0 0.0 0.0
H 9.192 -5.081 -1.991 -0.1 0.0 0.0
H -3.242 5.995 3.587 0.0 0.0 0.0
H -5.891 -6.734 3.253 0.0 0.0 0.0
H -0.553 -3.859 -0.276 -0.1 0.1 -0.1
H -4.257 9.575 2.733 0.0 0.0 0.0
H 3.493 -0.779 0.163 -0.1 -0.2 0.0
H 2.057 1.847 0.683 0.0 0.2 0.1
H 12.129 2.677 0.091 0.1 0.0 0.0
H -8.142 -8.602 3.106 0.0 0.0 0.0
H -4.320 7.322 -0.049 0.0 0.0 0.0
H 1.402 6.756 -1.068 0.0 -0.1 0.0
H 1.115 8.460 -1.404 0.0 0.0 0.0
H 13.071 4.238 3.395 0.0 0.0 0.0
H -1.506 5.755 -1.713 0.0 0.0 0.0
H 4.897 1.002 0.214 0.1 0.1 0.0
H -6.296 3.771 3.718 0.0 0.0 0.0
H -6.959 7.401 1.232 0.0 0.0 0.0
H 9.623 3.089 -2.234 0.0 0.0 0.0
H 1.748 0.286 1.447 -0.1 0.0 0.2
H -3.687 2.431 3.575 0.0 0.0 0.1
H -4.655 4.601 2.050 0.0 -0.1 -0.1
H -1.312 8.159 -1.004 0.0 0.1 0.1
H 9.689 0.740 -1.348 0.0 -0.1 0.0
H -5.674 5.350 4.224 0.0 0.0 0.0
H 9.260 2.608 0.281 -0.1 0.1 0.0
H -6.676 0.015 -4.031 0.2 0.1 -0.1
H -0.212 -1.231 -1.784 -0.2 -0.1 0.0
H -6.630 -5.712 5.902 0.0 0.0 0.0
H 6.233 -2.247 -5.390 0.0 0.0 0.0
H 0.477 7.227 -2.503 0.0 0.0 0.0
H 1.521 -3.428 -2.893 0.1 -0.2 0.0
H 4.745 -1.733 -1.963 0.0 0.0 -0.1
H -3.023 -5.128 1.293 -0.2 0.2 0.0
H -7.802 -1.067 -3.283 -0.1 -0.2 -0.1
H 3.256 1.137 1.799 0.1 0.1 0.2
H -8.381 -5.839 5.665 0.0 0.0 0.0
H -7.861 2.682 1.162 0.0 0.1 0.2
H 0.995 -3.904 -0.868 0.1 0.0 0.0
H 6.770 -5.024 -0.004 0.0 0.0 0.0
H -7.354 -5.149 4.396 -0.1 0.0 0.0
H 1.312 0.649 -1.140 -0.1 0.1 0.0
H 14.128 4.192 1.975 0.0 0.0 0.0
H -8.263 -6.888 2.714 0.0 0.1 0.0
H -9.291 -7.577 3.982 0.0 0.0 0.0
H -7.685 -2.876 -2.091 -0.1 0.2 -0.2
H -8.744 1.237 0.620 -0.1 -0.1 0.2
H 6.490 -1.583 -1.691 0.0 0.0 0.0
H 13.057 4.111 -0.377 0.0 0.0 0.0
H 6.853 -1.097 -4.190 0.0 0.0 0.0
H -4.131 -0.676 -2.600 0.1 -0.1 -0.1
H 7.885 2.910 -2.520 0.0 0.0 0.1
H -6.318 3.626 -0.401 0.0 0.1 0.1
H -4.329 -1.152 -0.041 0.1 0.1 0.0
H 0.281 7.137 1.080 0.0 0.0 0.0
H 1.007 -6.098 -0.785 0.2 0.1 0.0
H -0.585 5.279 -0.276 0.1 0.0 -0.1
H -6.223 8.778 0.418 0.0 0.1 0.0
H 0.705 -0.846 -3.202 0.1 0.1 -0.1
H 9.267 -4.458 -0.334 0.0 0.0 0.0
H -0.566 -7.217 0.475 0.0 -0.1 0.2
H -2.170 6.024 -0.089 0.0 0.0 0.0
H -4.881 0.878 0.700 0.1 -0.3 -0.1
H -6.687 8.908 2.122 0.0 0.0 0.0
H -4.852 -7.321 0.378 -0.2 -0.1 0.1
H 10.778 2.918 2.130 0.0 0.0 0.1
H 8.344 -7.372 -2.218 0.0 0.0 0.0
H 13.202 2.758 2.448 0.0 0.0 -0.1
H -4.517 -6.054 -0.799 0.0 0.0 -0.2
H -5.081 3.867 4.990 0.0 0.1 0.0
H -7.695 1.002 -2.150 0.0 0.2 -0.1
H 2.708 0.524 -2.201 0.0 -0.1 -0.2
H 8.553 -6.716 0.512 0.0 -0.1 0.0
H 9.028 1.921 -3.424 0.0 0.0 0.0
H -2.929 8.509 2.239 0.0 0.0 0.0
H -0.760 -5.544 1.037 0.1 -0.1 0.2
H 7.522 2.427 -0.002 0.0 0.1 -0.1
H 6.215 -6.680 -0.316 0.0 0.0 0.0
```
Forces are in eV/Å.



- Among the records above, which one has the highest charge?
  C47H104F7N8O11S4



- Among the records above, which one has the lowest HOMO-LUMO gap?
  C47H104F7N8O11S4



- Among the records above, which one has the lowest largest force on an atom?
  C47H107N2O12